No. 1
{"formula": "C2H10N2O2", "method": "wB97M-V/def2-TZVPD", "smiles": "N/C=C/N.O.O", "lumo_energy_ev": 0.6246, "homo_ev": -7.8732, "e_above_lowest_ev": 1.2911, "total_charge": 0, "gap_ev": 8.5, "symbols": ["N", "C", "C", "N", "H", "H", "H", "H", "H", "H", "O", "H", "H", "O", "H", "H"], "positions_angstrom": [[1.07204, -0.80521, 0.71790], [-0.27222, -0.45036, 1.09808], [-0.74093, 0.72098, 1.53842], [-2.02734, 0.90545, 2.07326], [1.66052, 0.01896, 0.67514], [1.41362, -1.45035, 1.40762], [-0.87068, -1.34031, 1.29014], [-0.27167, 1.63190, 1.17369], [-2.65410, 0.16008, 1.79843], [-2.32294, 1.84204, 1.90181], [2.03329, -1.22848, -2.79441], [2.44857, -0.42611, -3.17816], [1.12411, -0.94795, -2.55626], [-0.36850, 0.13361, -1.95284], [-0.37411, 1.08159, -2.06873], [0.15036, 0.15417, -1.12411]], "forces_ev_per_angstrom": [[-1.1, 0.9, -0.6], [0.5, -0.7, 1.5], [-0.1, -0.1, -1.6], [0.8, -0.4, 0.0], [0.2, -0.2, 0.2], [0.4, -0.2, 0.0], [0.0, 0.1, -0.1], [0.4, 0.1, 0.8], [-0.3, 0.5, 0.1], [-0.8, 0.2, -0.1], [0.0, 0.8, -0.2], [-0.5, -0.8, 0.4], [0.6, -0.1, -0.3], [0.7, 0.4, 0.9], [-0.5, 0.6, -0.8], [-0.4, -1.0, -0.1]]}

---

No. 2
{"formula": "C2H10N2O2", "method": "wB97M-V/def2-TZVPD", "smiles": "[H]/N=C/NC.O.O", "lumo_energy_ev": 0.8538, "homo_ev": -9.0114, "e_above_lowest_ev": 1.0091, "total_charge": 0, "gap_ev": 9.9, "symbols": ["H", "N", "C", "N", "C", "H", "H", "H", "H", "H", "O", "H", "H", "O", "H", "H"], "positions_angstrom": [[1.08150, 1.85774, 0.09126], [0.56031, 1.01626, -0.12865], [0.26781, 0.35201, 0.91071], [-0.03141, -0.99324, 0.88841], [0.57840, -1.91694, 1.79015], [0.20461, 0.67729, 1.96683], [-0.02623, -1.17684, -0.11502], [1.68404, -1.87001, 1.85794], [0.29515, -2.92639, 1.51124], [0.35282, -1.66592, 2.83811], [-1.32478, 3.25532, -2.11785], [-1.12407, 3.75954, -1.31104], [-2.00750, 2.66590, -1.80039], [-0.51969, -0.98203, -2.09592], [-0.09726, -1.76365, -2.44146], [0.10631, -0.28904, -1.84431]], "forces_ev_per_angstrom": [[-0.9, 0.5, 0.0], [0.7, -0.4, -0.2], [0.2, -0.9, 2.0], [-0.7, 1.4, -2.1], [1.0, 0.2, 1.1], [0.6, 0.6, -0.4], [-0.1, -1.2, 0.3], [-0.1, -0.1, -0.8], [-0.2, 0.0, 0.3], [-0.7, -0.4, -0.3], [0.2, 0.6, 0.6], [0.1, -0.1, -0.5], [-0.3, -0.5, -0.1], [-0.8, 0.1, 0.3], [0.6, 0.0, -0.2], [0.3, 0.0, -0.2]]}

---

No. 3
{"formula": "C2H10N2O2", "method": "wB97M-V/def2-TZVPD", "smiles": "NCCO.NO", "lumo_energy_ev": 0.8784, "homo_ev": -8.8573, "e_above_lowest_ev": 3.1812, "total_charge": 0, "gap_ev": 9.7, "symbols": ["N", "C", "C", "O", "H", "H", "H", "H", "H", "H", "H", "N", "O", "H", "H", "H"], "positions_angstrom": [[-0.07408, 1.90844, 0.02362], [0.98956, 0.95066, -0.20143], [0.59673, -0.32814, -1.28131], [0.96618, -1.57499, -0.86245], [-0.35199, 2.35016, -0.84487], [-0.89601, 1.43737, 0.39072], [1.56310, 0.73039, 0.70529], [1.76664, 1.46355, -0.77196], [1.08153, -0.11845, -2.23544], [-0.49104, -0.21155, -1.38858], [0.54471, -1.69904, 0.06495], [-1.62778, -0.87902, 1.13146], [-0.25068, -1.17477, 1.44283], [-2.12529, -0.93517, 2.02073], [-1.94209, -1.66692, 0.56659], [0.25051, -0.25253, 1.23984]], "forces_ev_per_angstrom": [[-0.2, -0.2, 0.3], [0.3, -0.5, -2.9], [0.0, 2.4, 1.8], [-0.3, -1.3, 1.9], [0.1, 0.0, 0.1], [-0.1, 0.1, -0.1], [-0.4, -0.6, 0.2], [0.0, 0.2, 0.1], [0.0, 0.1, 0.1], [0.0, -0.1, -0.1], [0.8, 0.0, -2.0], [0.1, 0.1, 0.1], [1.0, 3.0, -0.2], [0.2, -0.1, -0.1], [0.1, 0.1, 0.1], [-1.7, -3.0, 0.8]]}

---

No. 4
{"formula": "C2H10N2O3", "method": "wB97M-V/def2-TZVPD", "smiles": "NCNC=O.O.O", "lumo_energy_ev": 0.7382, "homo_ev": -10.0421, "e_above_lowest_ev": 1.1843, "total_charge": 0, "gap_ev": 10.8, "symbols": ["N", "C", "N", "C", "O", "H", "H", "H", "H", "H", "H", "O", "H", "H", "O", "H", "H"], "positions_angstrom": [[0.24119, 0.03282, 1.62426], [-0.71591, 0.65847, 0.59821], [-0.89319, -0.28529, -0.50910], [-1.69028, -1.36186, -0.24607], [-2.10713, -1.72252, 0.87354], [0.07985, 0.54213, 2.50049], [-0.13812, -0.83399, 1.91050], [-1.67468, 0.77106, 1.18462], [-0.40003, 1.69177, 0.26371], [-0.58767, -0.21665, -1.45348], [-1.80980, -2.13375, -1.11790], [1.33423, 1.16539, -2.38561], [1.55714, 1.04078, -1.43687], [2.16000, 1.41912, -2.83623], [2.57398, 0.80020, 0.20338], [3.32389, 1.20129, 0.53080], [2.08198, 0.56116, 1.00495]], "forces_ev_per_angstrom": [[0.0, 2.3, -0.4], [0.0, -0.2, 1.2], [-1.7, -0.4, 1.7], [0.1, -2.8, 0.8], [0.6, 1.4, -2.0], [0.3, 0.4, -0.4], [-0.6, -1.5, -0.3], [0.6, -0.1, -1.3], [0.0, -1.5, 0.2], [0.6, 0.8, -0.4], [0.1, 1.7, 1.0], [0.2, 0.0, 0.2], [0.4, 0.2, -0.7], [-0.5, -0.2, 0.5], [-2.2, -1.1, -0.7], [2.7, 1.5, 0.7], [-0.7, -0.4, -0.2]]}

---

No. 5
{"formula": "C2H10N2O3", "method": "wB97M-V/def2-TZVPD", "lumo_energy_ev": [0.7790, 0.7793], "homo_ev": [-8.5933, -8.5942], "e_above_lowest_ev": 7.5780, "total_charge": 0, "gap_ev": [9.4, 9.4], "symbols": ["C", "N", "N", "O", "O", "H", "H", "H", "H", "H", "H", "C", "O", "H", "H", "H", "H"], "positions_angstrom": [[-1.10097, 2.03203, -0.30325], [-1.29896, 1.04230, 0.67470], [-1.36791, -0.26999, -0.72952], [-0.10057, 0.93468, 1.44354], [-1.87586, -1.57150, -0.81382], [-0.39188, 0.49299, 2.25181], [-2.80173, -1.45624, -1.06425], [-0.35327, -0.44104, -0.76548], [-0.16961, 2.59064, -0.20049], [-1.06712, 1.39878, -1.28274], [-2.00584, 2.63563, -0.39660], [2.26094, -1.55346, 0.19408], [1.63141, -0.40388, -0.34617], [1.35314, 0.17391, 0.38182], [1.62981, -2.05922, 0.93439], [3.22360, -1.30471, 0.65480], [2.43480, -2.24092, -0.63281]], "forces_ev_per_angstrom": [[0.4, -0.4, -2.1], [-0.4, -2.2, 0.6], [-0.3, 0.3, -0.3], [-0.3, -0.1, -0.5], [0.3, 0.3, 1.1], [-0.1, 0.0, -0.2], [0.1, 0.2, 0.1], [0.0, 0.0, 0.2], [-0.3, 0.1, 0.2], [0.2, 1.5, 0.8], [0.2, 0.2, 0.1], [0.0, 0.0, 0.0], [0.0, 0.1, 0.0], [0.0, -0.1, -0.1], [0.0, 0.0, 0.0], [-0.1, 0.0, 0.0], [0.0, 0.0, 0.1]]}

---

No. 6
{"formula": "C2H10N2S", "method": "wB97M-V/def2-TZVPD", "smiles": "NCN.CS", "lumo_energy_ev": 0.6905, "homo_ev": -9.1963, "e_above_lowest_ev": 1.3937, "total_charge": 0, "gap_ev": 9.9, "symbols": ["N", "C", "N", "H", "H", "H", "H", "H", "H", "C", "S", "H", "H", "H", "H"], "positions_angstrom": [[-1.97772, 1.83343, -0.07722], [-1.82335, 0.67248, 0.76508], [-3.18446, 0.32947, 1.53094], [-1.08895, 2.16608, -0.47074], [-2.59711, 1.80432, -0.89332], [-1.07455, 0.92942, 1.52885], [-1.32316, -0.27673, 0.32556], [-3.71009, 1.21297, 1.63918], [-3.60800, -0.26160, 0.76612], [1.23976, -1.36936, -0.72295], [2.98718, -0.74923, -0.72252], [1.21776, -2.27876, -0.02807], [0.82985, -1.61592, -1.81342], [0.54415, -0.63059, -0.28405], [2.65201, -0.02048, 0.36137]], "forces_ev_per_angstrom": [[0.5, 0.7, -1.1], [-0.7, -0.9, 1.6], [2.2, -0.6, -3.0], [-0.3, -0.2, 0.6], [0.0, -0.7, 0.7], [-0.4, 0.2, 0.0], [-1.7, 1.1, 0.3], [0.4, -0.7, -0.4], [-0.3, 1.0, 1.5], [-0.9, -1.5, -0.9], [-1.3, 0.2, 0.3], [-0.2, 1.1, -1.3], [1.1, 0.4, 2.4], [0.6, -0.2, -0.4], [0.7, 0.0, -0.2]]}